(1)
C20H54NO16S7V | ωB97M-V/def2-TZVPD

Summary:
Highest occupied orbital energy (alpha / beta): -8.3 / -10.8 eV
Lowest unoccupied orbital energy (alpha / beta): -0.072 / -0.072 Ha
Spin multiplicity: 4
Frontier orbital gap (alpha / beta): 6.3 / 8.8 eV
Total charge: +1

XYZ file:
```
99
Properties=species:S:1:pos:R:3:forces:R:3:mulliken_charge:R:1
V -0.943 -0.234 -0.492 0.08 -0.83 0.06 0.69
N 1.433 -1.209 -1.467 1.37 0.49 0.71 0.60
O 1.336 -0.126 -0.882 0.77 2.73 1.51 0.01
O 0.349 -1.668 -1.775 -1.64 -2.56 -1.40 -0.39
O 2.527 -1.720 -1.642 -0.09 -0.65 -0.52 -0.73
C 1.072 3.344 -0.165 -0.29 -1.06 0.06 -0.44
S -0.586 3.192 -0.947 -0.80 0.43 -0.20 0.36
O -1.285 1.890 -0.600 0.92 2.69 0.45 -0.46
C -1.470 4.578 -0.071 -0.01 -0.05 0.67 -1.20
H 1.135 3.724 0.854 -0.33 0.33 -0.19 0.36
H 1.764 3.815 -0.863 -0.30 0.37 0.09 0.58
H 1.382 2.300 -0.120 0.00 -0.22 -0.02 -0.41
H -1.245 5.570 -0.463 0.66 -0.23 -0.29 0.41
H -1.235 4.572 0.993 0.32 -0.12 0.01 0.34
H -2.560 4.569 -0.095 -0.02 -0.84 -0.55 0.31
C -1.605 -3.734 2.538 0.40 0.41 -0.59 -0.90
S -1.114 -3.238 0.868 2.19 0.61 -1.07 0.62
O -0.606 -1.774 0.931 -0.67 -1.93 0.65 -0.43
C 0.521 -4.208 0.760 -0.29 -0.45 0.75 -1.04
H -0.690 -3.641 3.124 -0.41 -0.17 0.46 0.29
H -2.031 -4.735 2.475 0.40 -0.14 0.05 0.40
H -2.413 -3.073 2.852 0.26 0.22 0.05 0.23
H 0.399 -5.276 0.578 -0.70 0.01 -0.19 0.47
H 1.036 -4.191 1.720 -0.27 0.46 0.28 0.25
H 1.262 -3.878 0.032 -0.71 0.72 -0.36 0.28
C -4.931 -0.545 1.973 0.11 0.78 -1.01 -0.96
S -3.260 0.193 1.958 2.35 -1.15 -0.37 0.67
O -2.651 0.170 0.545 -3.21 0.59 2.24 -0.47
C -3.553 1.881 2.562 -1.54 -0.03 -0.04 -1.04
H -4.975 -1.453 1.372 0.68 -0.07 0.15 0.08
H -5.613 0.125 1.449 -0.33 0.18 0.50 0.43
H -5.171 -0.793 3.007 -0.14 0.37 -0.08 0.43
H -4.510 2.264 2.208 0.24 0.32 -0.85 0.44
H -2.715 2.561 2.406 -0.03 -0.42 -0.26 0.14
H -3.812 1.834 3.619 0.64 -0.47 0.31 0.46
C -0.275 -0.773 -4.720 -0.58 0.41 -0.27 -0.45
S -1.291 0.684 -4.129 2.87 -1.11 1.96 0.31
O -1.244 0.436 -2.610 -0.47 1.26 -3.16 -0.01
C 0.029 1.942 -4.487 -0.14 0.06 -0.15 -0.97
H -0.765 -1.665 -4.330 -0.07 0.19 -0.06 -0.33
H 0.739 -0.745 -4.321 -0.21 0.31 0.18 0.24
H -0.235 -0.805 -5.809 -0.11 0.06 -0.03 0.51
H -0.056 2.779 -3.794 -0.58 0.00 -0.12 0.24
H -0.088 2.269 -5.520 -0.20 0.14 0.03 0.44
H 1.065 1.620 -4.381 -0.21 -0.73 0.15 0.32
C -4.267 2.365 -1.852 0.75 0.10 -0.03 -0.08
S -5.415 1.069 -2.561 -1.32 1.95 0.65 0.64
O -6.816 1.661 -2.454 1.46 -0.89 0.02 -0.68
C -4.985 1.195 -4.318 0.53 0.11 -0.61 -0.97
H -3.293 2.251 -2.328 0.02 -0.13 -0.13 -0.19
H -4.036 2.321 -0.787 -0.34 -1.26 0.14 -0.23
H -4.555 3.415 -1.879 -0.81 -0.11 -1.12 0.50
H -4.359 0.370 -4.660 0.24 -0.08 0.47 0.20
H -4.466 2.125 -4.550 -0.12 0.05 0.11 0.32
H -5.870 1.119 -4.949 -0.36 0.20 0.55 0.45
C 2.022 1.436 3.049 -0.78 0.02 0.68 -0.80
S 0.130 1.481 3.083 1.15 -3.03 -1.31 0.16
O -0.362 0.906 1.724 1.06 1.55 2.50 0.13
C 0.042 0.003 4.209 -0.31 -0.26 0.30 -0.77
H 2.398 0.464 2.732 -0.44 0.20 -1.03 -0.05
H 2.439 1.428 4.056 -0.49 0.67 0.38 0.54
H 2.355 2.333 2.527 0.17 -0.45 -0.23 0.32
H 0.653 0.039 5.111 0.13 0.65 -0.07 0.48
H 0.352 -0.912 3.705 0.16 0.35 -0.64 -0.01
H -0.978 -0.192 4.539 -0.17 0.43 -0.20 0.32
C -4.973 -2.542 -1.369 0.30 -0.70 -0.44 -0.94
S -3.524 -2.024 -2.390 1.42 0.78 1.05 0.48
O -2.481 -1.396 -1.458 -2.00 -2.02 -0.91 -0.34
C -2.780 -3.598 -3.008 -0.76 -0.33 0.27 -0.96
H -5.447 -3.359 -1.913 -0.02 -0.07 -0.11 0.50
H -5.713 -1.746 -1.290 0.44 0.28 -0.15 0.25
H -4.711 -2.916 -0.380 0.39 0.10 -0.12 0.16
H -3.451 -4.075 -3.723 -0.29 0.39 -0.17 0.47
H -2.614 -4.378 -2.266 0.26 0.44 0.40 0.34
H -1.863 -3.351 -3.543 -0.04 0.22 0.34 0.11
C 8.618 2.290 -2.403 0.48 -0.83 -1.47 -0.69
O 7.352 2.487 -1.837 -0.89 0.12 0.97 -0.35
C 6.268 1.758 -2.162 1.44 0.21 -1.92 0.74
O 6.229 0.973 -3.091 -0.46 0.50 1.47 -0.57
O 5.290 2.196 -1.377 0.08 -0.32 0.16 -0.31
C 4.075 1.489 -1.442 -1.44 -0.69 0.60 -0.32
H 8.957 3.238 -2.822 0.25 0.08 0.64 0.26
H 8.621 1.626 -3.267 -0.58 -0.18 -0.07 0.34
H 9.295 1.790 -1.710 0.01 0.61 0.33 0.27
H 3.557 1.562 -0.486 0.41 0.31 0.28 0.00
H 4.166 0.411 -1.577 0.32 0.16 -0.49 0.44
H 3.359 1.922 -2.140 0.35 -0.05 -0.49 0.16
C 4.464 -1.772 6.985 2.00 -0.15 1.10 -0.71
O 3.588 -1.933 5.914 -1.17 -0.47 -1.96 -0.29
C 4.096 -2.210 4.685 0.19 1.01 -1.89 0.61
O 5.258 -2.262 4.335 -1.96 -0.16 0.93 -0.53
O 3.017 -2.261 3.749 0.58 0.10 5.84 -0.20
C 3.251 -2.130 2.437 0.41 -0.24 -3.38 -0.59
H 5.481 -1.886 6.610 0.07 -0.05 0.25 0.35
H 4.296 -2.473 7.803 -0.27 -0.55 -0.49 0.26
H 4.415 -0.820 7.514 -0.49 0.46 -0.76 0.25
H 3.629 -3.054 1.999 0.42 0.01 -0.09 0.47
H 3.878 -1.292 2.133 0.32 -0.02 0.28 0.45
H 2.287 -1.973 1.954 -0.19 0.13 0.05 -0.08
```
Positions in Å, forces in eV/Å.

(2)
C20H55AsCrF6N5O5 | ωB97M-V/def2-TZVPD

Summary:
Highest occupied orbital energy (alpha / beta): -8.6 / -12.6 eV
Lowest unoccupied orbital energy (alpha / beta): -0.089 / -0.090 Ha
Spin multiplicity: 5
Frontier orbital gap (alpha / beta): 6.2 / 10.2 eV
Total charge: +1

XYZ file:
```
93
Properties=species:S:1:pos:R:3:forces:R:3:mulliken_charge:R:1
Cr -0.303 0.208 -0.283 0.40 -0.26 -0.02 -0.99
As 1.215 -3.051 -1.610 0.41 -3.30 -0.29 1.66
F 2.181 -3.078 -0.105 -0.85 0.08 -1.46 -0.44
F 1.933 -4.598 -2.269 -1.05 2.31 1.24 -0.48
F 0.115 -2.971 -2.994 0.82 0.22 0.76 -0.44
F 0.469 -1.493 -1.064 1.10 -2.20 -0.77 0.07
F 2.502 -2.137 -2.420 -1.21 -0.40 0.57 -0.44
F -0.109 -3.999 -0.736 1.79 1.38 -0.93 -0.48
C -0.779 -0.393 -4.647 1.29 -0.43 -0.06 -1.52
C 0.074 0.241 -3.533 1.15 1.19 0.04 1.89
C 0.866 1.578 -4.060 -1.67 -1.94 0.70 -1.37
O 1.522 2.081 -2.908 0.19 2.21 -1.57 0.11
C 2.079 3.424 -2.985 0.97 -0.65 -0.97 -1.06
N -0.752 0.582 -2.337 -0.34 1.73 -2.02 0.48
H -0.109 -0.406 -5.506 -0.18 -0.57 -0.26 0.46
H -1.694 0.085 -4.999 0.14 0.85 0.54 0.27
H -1.111 -1.397 -4.384 0.45 -0.11 -0.01 0.30
H 0.801 -0.345 -2.972 0.58 -0.88 -1.72 -0.85
H 0.150 2.310 -4.434 -0.25 0.13 -0.03 0.45
H 1.510 1.300 -4.894 0.45 0.02 0.23 0.43
H 1.500 4.227 -2.528 -0.33 -0.41 0.12 0.31
H 2.325 3.695 -4.012 -0.66 -0.05 -0.31 0.37
H 3.098 3.399 -2.597 -0.21 -0.16 0.74 0.30
H -1.651 0.347 -2.733 -0.87 -0.23 1.00 -0.29
H -0.730 1.569 -2.549 -0.64 0.96 1.13 0.34
C 3.730 0.625 -1.753 0.67 0.21 0.82 -1.84
C 2.907 0.432 -0.518 -0.33 -2.14 -0.44 1.72
C 3.729 0.775 0.697 -1.35 -0.08 0.81 -1.72
O 2.802 0.731 1.781 0.50 -0.65 0.56 0.09
C 3.468 0.613 3.035 -0.45 0.00 -0.28 -0.99
N 1.588 1.086 -0.633 1.53 1.12 1.23 1.56
H 4.559 -0.068 -1.612 -0.03 -0.24 -0.93 0.51
H 4.188 1.607 -1.633 0.00 0.36 -0.66 0.37
H 3.110 0.546 -2.646 0.81 -0.36 -0.01 0.27
H 2.635 -0.622 -0.454 0.47 -0.19 0.19 -0.46
H 4.168 1.772 0.696 0.23 0.26 -0.35 0.46
H 4.510 0.031 0.854 0.15 -0.04 -0.20 0.51
H 4.006 -0.321 3.197 0.58 -0.10 -0.77 0.35
H 2.711 0.496 3.811 -0.07 1.01 0.01 0.09
H 4.122 1.484 3.055 0.12 -0.08 1.03 0.36
H 1.576 1.400 -1.594 -0.54 -0.72 -0.64 -0.92
H 1.892 1.997 -0.320 -0.93 0.91 1.15 0.47
C -0.794 4.254 1.525 -0.85 -1.35 0.35 -1.61
C -0.267 2.821 1.739 2.90 1.64 2.48 0.31
C -0.483 2.394 3.185 0.70 0.12 0.70 -1.31
O 0.064 1.133 3.426 0.59 -0.42 -0.42 -0.24
C 0.236 0.702 4.745 -0.02 0.84 0.71 -1.21
N -0.774 1.883 0.788 -1.99 2.71 1.08 0.63
H -0.600 4.850 2.417 0.46 0.45 -0.55 0.41
H -1.880 4.195 1.457 -0.29 0.14 -0.08 0.40
H -0.427 4.581 0.552 0.19 0.68 0.35 0.47
H 0.804 2.926 1.571 0.37 -0.34 0.39 -0.16
H -1.510 2.339 3.546 -0.57 0.52 -0.38 0.45
H 0.059 3.123 3.789 -0.11 0.26 0.28 0.43
H 0.881 1.388 5.295 0.19 0.19 0.07 0.37
H 0.731 -0.269 4.748 -0.26 0.03 -0.12 0.44
H -0.712 0.687 5.282 -0.18 -0.34 0.06 0.25
H -0.949 2.647 0.150 -0.66 -0.68 -1.81 0.17
H -1.642 1.886 1.304 -1.57 -1.38 -0.85 0.33
C -2.810 -3.058 -0.350 -1.02 -1.64 -0.46 -1.73
C -2.616 -1.763 -1.053 3.14 -0.15 -1.71 1.72
C -3.730 -1.320 -2.034 1.67 -0.38 1.12 -1.43
O -3.323 -0.100 -2.692 -1.73 -0.87 -0.63 -0.24
C -4.471 0.606 -3.291 0.73 -0.36 1.50 -0.96
N -2.120 -0.714 -0.103 -3.98 -0.38 -0.11 0.76
H -3.821 -3.176 0.039 -0.16 0.08 0.31 0.46
H -2.087 -3.353 0.411 0.02 0.76 -0.02 0.17
H -2.680 -3.854 -1.083 -0.22 -0.10 -0.13 0.51
H -1.722 -1.909 -1.659 -0.19 -0.25 -0.50 -0.89
H -4.615 -1.248 -1.402 -0.66 0.51 -0.49 0.49
H -3.779 -2.173 -2.711 -0.55 0.23 -0.35 0.40
H -5.035 0.790 -2.377 -0.75 0.63 -0.54 0.36
H -5.072 0.058 -4.015 0.33 -0.45 0.08 0.28
H -4.113 1.522 -3.762 0.11 -0.09 0.24 0.29
H -2.980 -0.197 -0.221 0.15 2.30 -0.17 0.51
H -2.508 -1.116 0.738 1.56 -0.25 1.42 -0.27
C 1.768 -2.465 2.788 -0.58 -0.29 -0.29 -1.95
C 0.414 -2.020 2.117 -0.25 -1.54 -0.64 1.71
C -0.732 -2.276 3.096 0.44 0.84 -1.00 -1.85
O -1.967 -1.785 2.481 0.57 -0.42 2.12 -0.14
C -3.090 -2.119 3.358 1.77 0.09 -0.54 -1.08
N 0.418 -0.641 1.543 0.70 -2.04 1.99 1.51
H 2.689 -2.221 2.260 -0.36 -0.05 -0.63 0.21
H 1.735 -3.548 2.909 0.11 -0.08 -0.19 0.58
H 1.987 -2.103 3.793 -0.67 0.46 0.28 0.32
H 0.096 -2.717 1.342 1.01 -0.05 -0.50 -0.22
H -0.374 -1.828 4.023 -1.21 0.53 0.51 0.45
H -0.769 -3.349 3.286 -0.31 -0.15 -0.11 0.64
H -3.067 -3.206 3.426 -0.81 -0.07 -0.02 0.37
H -3.983 -1.662 2.931 -0.01 -0.35 0.14 0.26
H -2.855 -1.732 4.349 -0.37 0.20 0.10 0.30
H 0.257 -0.159 2.416 -0.69 1.11 -0.47 0.19
H 1.412 -0.466 1.522 0.45 0.36 -0.75 -0.71
```
Positions in Å, forces in eV/Å.